No. 1
# C38H50BF4N8O2Sc

A molecular structure, C38H50BF4N8O2Sc (the ωB97M-V functional and the def2-TZVPD basis, the Open Molecules 2025 dataset).

Geometry as XYZ:
```
104
Properties=species:S:1:pos:R:3:forces:R:3:mulliken_charge:R:1
Sc -0.16017 -0.07688 0.75065 0.22 0.24 0.31 -2.052
C 4.95573 0.66730 -0.49898 0.02 0.01 -0.04 -1.552
C 3.73024 1.02811 0.34230 0.00 0.01 0.04 1.200
C 2.66877 1.67226 -0.53933 -0.04 0.02 -0.03 -0.773
C 3.26448 -0.14854 1.16365 0.00 0.04 -0.06 -0.313
C 4.12553 -1.06479 1.77962 -0.01 -0.01 0.03 -1.617
C 3.30344 -1.91060 2.48537 0.00 -0.03 -0.01 -0.647
N 2.03725 -1.52203 2.30271 0.00 0.07 0.00 0.186
N 1.99600 -0.43367 1.49156 -0.13 0.01 -0.03 1.792
B 0.80954 -2.29402 2.81909 0.05 -0.09 0.03 -0.836
N 0.05560 -2.99772 1.67326 0.03 0.05 -0.03 -0.010
C -0.05934 -4.32554 1.55674 0.02 0.00 0.00 -0.314
C -0.77250 -4.59895 0.41815 -0.01 0.00 0.00 -1.508
C -1.06796 -3.34887 -0.14320 0.07 0.01 -0.01 -0.217
N -0.56884 -2.37274 0.63217 -0.07 -0.19 -0.01 1.524
C -1.76506 -3.25161 -1.47921 -0.04 -0.03 0.05 0.455
C -0.76743 -3.49453 -2.61765 -0.01 0.00 0.00 -1.967
C -2.61760 -2.01825 -1.72643 -0.02 0.00 -0.01 -1.272
N -0.18779 -1.41537 3.58808 -0.04 0.07 -0.08 0.616
C -0.57444 -1.65248 4.84782 -0.01 -0.04 0.00 -0.676
C -1.78020 -1.03055 5.05163 0.01 0.03 0.00 -1.361
C -2.09267 -0.42452 3.82586 -0.03 0.01 -0.02 -0.284
N -1.10922 -0.64623 2.94046 0.02 -0.02 0.00 1.009
C -3.42746 0.23269 3.57780 0.04 0.03 0.08 0.515
C -3.36516 1.61271 2.91615 -0.03 0.01 -0.06 -1.285
C -4.36414 -0.73824 2.84962 0.03 -0.02 -0.08 -1.524
H 5.26056 1.53203 -1.09089 0.00 0.00 0.00 0.459
H 5.80674 0.37363 0.11473 -0.01 -0.01 0.01 0.456
H 4.72969 -0.14855 -1.18640 -0.02 -0.01 0.00 0.146
H 4.06280 1.77540 1.06922 -0.01 0.00 0.00 0.166
H 2.58365 1.15285 -1.49307 0.00 -0.01 0.02 -0.022
H 1.68049 1.69616 -0.07966 0.03 0.00 0.01 -0.205
H 2.93769 2.70829 -0.75488 0.02 -0.01 -0.01 0.771
H 5.19818 -1.09963 1.71886 0.00 0.00 0.01 0.505
H 3.52168 -2.76637 3.10128 0.02 0.00 0.00 0.518
H 1.22658 -3.14041 3.56061 -0.01 0.01 0.01 -0.168
H 0.37524 -4.97093 2.30108 -0.01 -0.01 -0.01 0.488
H -1.05271 -5.56114 0.02527 0.00 0.00 0.00 0.550
H -2.44781 -4.10820 -1.47549 -0.01 0.02 -0.02 0.722
H 0.00133 -2.72554 -2.64066 0.00 0.02 -0.01 0.421
H -0.26812 -4.45775 -2.50247 0.00 0.00 0.01 0.436
H -1.28975 -3.48950 -3.57630 0.01 -0.01 0.00 0.443
H -2.02283 -1.10852 -1.78215 0.05 0.02 0.01 -0.233
H -3.13744 -2.12890 -2.68033 -0.01 0.00 0.01 0.588
H -3.36848 -1.89866 -0.94821 0.01 -0.01 0.00 0.226
H 0.02692 -2.27539 5.48853 -0.01 0.01 0.01 0.550
H -2.37874 -1.01355 5.94616 0.01 -0.02 0.00 0.509
H -3.83707 0.36495 4.58288 -0.07 0.00 -0.03 0.664
H -4.20735 1.76054 2.23733 -0.04 0.01 0.06 0.437
H -3.40176 2.41081 3.65910 0.06 0.00 0.02 0.374
H -2.45345 1.73344 2.33742 -0.04 -0.03 0.01 -0.320
H -4.01247 -0.94813 1.84075 -0.01 -0.01 0.02 0.133
H -4.43326 -1.68721 3.38347 0.00 0.01 0.02 0.410
H -5.36481 -0.30896 2.77713 -0.01 0.00 0.01 0.462
C 0.63005 1.67082 4.46730 -0.01 0.01 0.01 -1.339
N 0.87853 2.07269 3.09192 -0.04 0.02 0.00 1.363
C 2.26125 2.50473 2.97679 0.01 -0.02 -0.05 -1.531
C -0.01411 3.15091 2.67847 0.04 0.01 0.07 -1.201
C -0.19590 3.19452 1.17130 -0.06 0.15 0.08 -1.361
N -0.87306 1.99458 0.68504 0.33 -0.15 0.09 1.137
C -1.97964 2.15972 -0.07774 -0.10 -0.02 -0.17 1.371
C -2.84966 1.06181 -0.18445 0.03 0.06 0.05 -0.045
F -2.42652 -0.06749 0.48294 -0.11 0.02 -0.10 0.416
C -4.06456 1.06567 -0.81509 -0.02 -0.01 -0.03 -0.516
F -4.84931 -0.02132 -0.75309 0.01 0.01 -0.01 -0.353
C -4.49571 2.19339 -1.48895 0.02 -0.01 0.01 -0.893
C -3.63930 3.27630 -1.47444 -0.01 0.02 -0.02 0.269
F -3.97999 4.38466 -2.14928 0.00 0.00 0.00 -0.366
C -2.42650 3.27800 -0.81065 0.02 0.00 -0.01 0.262
F -1.65680 4.38019 -0.94370 -0.01 -0.01 -0.03 -0.456
H 0.86130 2.48163 5.17727 0.00 0.00 0.00 0.398
H 1.25194 0.81066 4.71651 0.02 0.00 0.00 0.269
H -0.41207 1.38775 4.59447 -0.02 -0.03 0.00 0.248
H 2.48602 3.31724 3.68689 0.00 0.00 0.00 0.531
H 2.45700 2.87372 1.97164 0.01 0.00 0.01 0.292
H 2.93443 1.67162 3.17948 -0.01 -0.02 0.00 0.298
H 0.36829 4.12561 3.02652 -0.01 0.01 0.01 0.305
H -0.98391 3.00554 3.15488 0.01 -0.04 -0.05 0.436
H 0.77980 3.33574 0.69288 -0.03 -0.01 -0.02 0.216
H -0.76289 4.09330 0.93725 -0.02 -0.03 0.08 0.804
H -5.44162 2.22047 -2.00674 0.00 0.01 0.00 0.491
C 1.97836 0.23309 -7.44053 0.00 -0.01 -0.03 -1.646
C 1.67168 0.06173 -5.97923 -0.01 0.02 0.00 0.592
C 2.38834 -0.82083 -5.19110 0.02 0.02 0.03 -1.103
C 2.11697 -0.99357 -3.83618 0.01 0.01 -0.03 1.065
C 2.97020 -1.99567 -3.10163 0.02 -0.07 -0.03 -1.107
C 1.07557 -0.24795 -3.24960 -0.16 -0.09 0.01 -0.252
C 0.33757 0.66750 -4.03557 0.05 0.01 -0.01 0.920
C -0.77924 1.54615 -3.52581 -0.02 -0.01 0.01 -0.887
C 0.65832 0.79735 -5.38006 -0.02 0.01 0.01 -1.117
C 0.75171 -0.46078 -1.80522 0.15 -0.07 0.01 0.737
O 1.36678 -1.26586 -1.09582 -0.01 0.09 0.00 -0.677
O -0.18769 0.25185 -1.27330 -0.20 -0.05 -0.15 1.087
H 2.76800 -0.44475 -7.76199 0.00 0.00 0.00 0.363
H 2.29982 1.25392 -7.65491 0.00 0.00 0.01 0.343
H 1.09400 0.03764 -8.04924 0.00 0.00 0.00 0.349
H 3.19026 -1.39851 -5.63706 0.00 0.00 0.00 0.302
H 3.80082 -2.29538 -3.74093 0.00 -0.01 0.00 0.440
H 2.39607 -2.88657 -2.84139 -0.01 0.01 0.02 0.198
H 3.35147 -1.61249 -2.15973 0.04 0.03 -0.04 -0.097
H -1.59641 0.96975 -3.09393 0.00 -0.01 -0.01 -0.046
H -1.16981 2.14106 -4.35135 0.00 0.01 0.01 0.471
H -0.43423 2.22106 -2.74323 0.01 0.00 0.01 0.062
H 0.09228 1.50106 -5.98080 0.00 0.00 -0.01 0.386
```
Forces are in eV/Å.

## Properties
**LUMO energy**: 0.59 eV
**Orbital gap**: 8.136 eV
**Total charge**: 0
**Highest occupied orbital energy**: -7.5 eV

=====

No. 2
# C38H50Ge2N3O5PSSeTcTe

A molecular structure, C38H50Ge2N3O5PSSeTcTe at a distorted geometry (the ωB97M-V functional and the def2-TZVPD basis, the Open Molecules 2025 dataset).

Geometry as XYZ:
```
103
Properties=species:S:1:pos:R:3:forces:R:3:mulliken_charge:R:1
Tc -0.83069 0.76265 -0.37452 -1.46 0.15 -0.26 1.054
O -4.62191 0.41277 0.69534 0.02 -0.01 -0.02 -0.812
S -3.26712 0.52036 0.25845 0.24 0.26 -0.02 1.284
O -3.05225 1.20144 -1.07178 0.13 -0.06 -0.05 -0.457
O -2.36060 1.35018 1.14775 0.09 0.09 0.19 -0.442
O -2.51136 -0.76371 0.12213 0.08 -0.34 0.02 -0.756
C 2.88513 -0.99047 4.18657 -0.02 0.01 -0.08 -1.166
Ge 2.47454 -0.80704 2.25040 0.01 -0.02 0.05 1.281
C 2.74289 -2.60048 1.47912 0.01 0.02 0.02 -1.187
C 3.98910 0.24578 1.53842 0.01 -0.03 0.04 -1.325
Ge 0.20190 0.15462 1.99332 0.19 -0.06 -0.21 -0.841
C 0.31336 1.84987 3.03374 0.00 -0.04 -0.03 0.559
C -0.81022 2.58713 3.41620 0.01 0.04 -0.02 0.146
C -0.68974 3.70233 4.23380 0.02 -0.01 0.00 -0.872
C 0.55545 4.10477 4.70070 -0.01 -0.02 -0.01 -0.491
C 1.68093 3.38581 4.33248 -0.01 0.01 -0.03 -1.041
C 1.55541 2.27849 3.50144 -0.01 0.00 0.03 0.218
C -0.98346 -1.03024 3.05921 -0.03 -0.05 -0.03 0.399
C -2.29020 -0.71050 3.43356 0.06 0.01 0.05 0.070
C -3.04692 -1.57597 4.21433 0.01 0.00 0.00 -0.881
C -2.51293 -2.78134 4.64775 -0.01 0.02 -0.01 -0.612
C -1.21512 -3.11516 4.29030 0.01 0.02 -0.03 -0.860
C -0.46873 -2.24890 3.50206 -0.03 -0.03 0.03 0.382
H 3.87458 -1.44308 4.29155 -0.01 0.00 0.01 0.498
H 2.15763 -1.61690 4.70292 -0.01 -0.01 -0.02 0.325
H 2.89590 -0.01656 4.67750 0.00 -0.02 0.00 0.325
H 3.73905 -2.94941 1.76423 0.01 0.01 -0.01 0.554
H 2.67530 -2.55278 0.39255 -0.01 0.02 0.00 0.197
H 2.00100 -3.31547 1.83028 0.02 0.00 0.00 0.337
H 4.90909 -0.23354 1.88601 0.00 0.01 0.01 0.436
H 3.99747 1.28228 1.87411 -0.03 0.01 -0.01 0.353
H 3.98444 0.24996 0.44994 -0.01 -0.02 0.02 0.423
H -1.78691 2.30531 3.05385 -0.02 -0.01 -0.01 0.143
H -1.57736 4.26088 4.50623 0.00 0.00 0.00 0.409
H 0.64502 4.97444 5.34059 0.00 0.00 0.00 0.358
H 2.66263 3.68920 4.67748 0.00 0.00 0.00 0.409
H 2.45415 1.74661 3.22222 0.00 0.00 -0.01 -0.318
H -2.73345 0.21821 3.11019 -0.01 0.03 -0.03 0.261
H -4.06116 -1.30086 4.47831 -0.01 -0.01 0.00 0.440
H -3.10458 -3.45736 5.25369 0.00 0.00 0.00 0.370
H -0.78447 -4.05685 4.61022 0.00 0.00 0.01 0.419
H 0.52840 -2.55164 3.21225 0.00 0.01 0.00 -0.099
C 0.09401 -4.00509 -1.44131 0.07 -0.03 0.06 -1.603
C -0.62777 -3.64541 -0.16101 -0.03 0.01 0.10 0.386
O -0.17407 -2.80212 0.57740 -0.06 -0.04 -0.16 -0.044
C -1.89321 -4.36333 0.19037 -0.03 0.06 0.04 0.587
C -2.20696 -5.60940 -0.34614 0.01 0.04 -0.05 -0.716
C -3.36853 -6.26139 0.03995 0.00 -0.01 -0.02 -0.699
C -4.23013 -5.65634 0.94513 0.00 0.01 0.00 -0.572
C -3.92626 -4.40786 1.47273 0.01 0.01 0.00 -1.255
C -2.75669 -3.76274 1.10613 0.07 -0.09 -0.02 0.572
H 0.75795 -3.17842 -1.68842 -0.01 -0.01 -0.03 0.048
H -0.59147 -4.22556 -2.25980 0.01 0.03 -0.01 0.386
H 0.70905 -4.89315 -1.27099 -0.02 -0.01 0.00 0.550
H -1.53763 -6.07741 -1.05863 -0.02 -0.01 0.01 0.383
H -3.60459 -7.23664 -0.36708 0.00 0.00 -0.01 0.398
H -5.14413 -6.15912 1.23703 0.00 0.00 0.00 0.385
H -4.59956 -3.93123 2.17352 0.00 0.01 0.00 0.485
H -2.50204 -2.78988 1.50043 -0.01 0.07 0.02 0.538
C 5.66641 5.07363 -1.62206 0.01 0.00 0.00 -1.522
C 4.23097 4.66499 -1.42589 -0.05 0.00 0.02 0.871
C 3.53710 4.99647 -0.27249 0.03 -0.03 -0.02 -1.157
C 2.21133 4.61652 -0.07195 -0.02 -0.01 0.07 1.448
C 1.53932 5.04636 1.20531 0.00 0.03 0.01 -1.587
C 1.54808 3.86772 -1.05613 -0.10 0.11 0.07 -0.424
Te -0.51365 3.37641 -0.71764 0.24 -0.04 -0.14 -0.107
C 2.22872 3.55382 -2.23908 0.00 -0.03 -0.07 1.300
C 1.57404 2.82729 -3.38359 0.03 0.00 0.05 -0.775
C 3.55406 3.94616 -2.40010 0.01 -0.02 0.02 -1.074
H 6.04956 5.59349 -0.74369 0.00 0.00 0.00 0.338
H 5.77309 5.74043 -2.48068 0.00 0.00 0.00 0.328
H 6.30281 4.20482 -1.80241 0.00 0.00 0.00 0.336
H 4.04052 5.56253 0.50543 0.00 0.00 0.00 0.213
H 2.27743 5.39671 1.92830 0.00 0.01 -0.01 0.363
H 0.97196 4.23344 1.65306 0.00 -0.02 0.04 0.093
H 0.82976 5.85813 1.02323 0.00 -0.02 -0.02 0.379
H 0.71632 2.26341 -3.03062 -0.01 -0.04 0.00 -0.985
H 2.27824 2.13882 -3.85518 0.01 0.02 -0.02 0.365
H 1.22956 3.53800 -4.14176 -0.03 -0.02 0.02 0.493
H 4.07018 3.67428 -3.31704 0.00 0.00 0.00 0.373
C -1.47426 -2.12388 -4.92046 0.01 0.02 0.00 -0.939
N -0.43222 -1.10747 -5.06353 -0.02 -0.01 0.02 0.142
C -1.00807 0.04872 -5.74930 -0.01 -0.01 0.00 -0.953
N -2.19860 0.59280 -5.10468 0.00 0.01 -0.01 0.126
C -3.18280 -0.47809 -4.95636 0.00 0.02 0.02 -0.827
N -2.68201 -1.65589 -4.24957 0.00 -0.01 0.00 0.144
C -2.43336 -1.35318 -2.83463 0.01 -0.05 -0.02 -0.670
P -1.16993 -0.02742 -2.63923 0.28 0.05 0.51 2.644
C 0.12268 -0.72796 -3.75762 -0.02 0.06 -0.04 -0.730
C -1.87593 1.21271 -3.81611 0.03 0.00 0.03 -1.266
H -1.06566 -2.97378 -4.36984 0.00 0.00 0.01 0.303
H -1.75341 -2.46058 -5.92222 0.00 0.00 -0.01 0.300
H -1.28525 -0.26607 -6.75872 0.01 0.00 -0.01 0.300
H -0.25114 0.83215 -5.82228 0.00 0.01 0.01 0.444
H -3.49315 -0.79135 -5.95655 0.01 0.00 -0.01 0.311
H -4.05212 -0.08928 -4.42422 0.00 0.00 0.00 0.435
H -2.09187 -2.24946 -2.31221 -0.02 -0.01 -0.01 -0.092
H -3.35315 -1.03370 -2.34863 -0.01 0.02 0.00 0.334
H 0.58498 -1.59469 -3.28568 -0.01 -0.03 0.03 0.274
H 0.91152 0.01403 -3.89357 0.00 0.00 0.01 0.271
H -1.15522 2.01954 -3.95960 -0.04 -0.02 -0.01 0.410
H -2.76519 1.64534 -3.36034 -0.02 -0.03 0.00 0.445
Se 1.37615 0.23433 -0.82388 0.43 0.06 -0.03 -0.996
```
Forces are in eV/Å.

## Properties
**Spin multiplicity**: 3
**LUMO energy (alpha / beta)**: 2.19 / 1.64 eV
**Orbital gap (alpha / beta)**: 6.378 / 5.776 eV
**Total charge**: -1
**Highest occupied orbital energy (alpha / beta)**: -4.2 / -4.1 eV

=====

Energy relative to the best compared isomer or geometry (same formula, charge and spin)? In order: 3.4 47.0 kcal per mole.